Computed, not measured: a structure of composition C33H44BF4N2P2Si2TeTi at a distorted geometry, with ωB97M-V/def2-TZVPD.

XYZ file:
```
90
Properties=species:S:1:pos:R:3:forces:R:3:mulliken_spin:R:1
H 5.294 -1.185 0.817 -0.03 -0.03 0.02 0.000
C -3.936 2.899 1.630 0.06 0.00 0.01 0.003
H 2.141 5.495 4.325 -0.01 0.00 -0.01 0.000
H 4.949 0.982 -1.383 0.01 -0.04 -0.06 0.000
H -3.576 3.880 4.849 0.01 -0.01 -0.01 0.000
H 5.497 -0.557 -2.060 -0.03 0.01 0.01 0.000
C -2.646 2.450 1.390 -0.01 0.01 0.08 0.009
H 3.739 1.615 5.159 -0.01 0.00 0.00 0.000
H 2.002 0.596 3.705 0.03 0.01 0.01 0.002
C 4.348 2.072 0.947 -0.02 0.03 0.00 -0.008
H -0.507 -5.406 -1.148 0.01 0.02 0.05 -0.001
F -2.857 -2.313 -1.112 -0.08 0.13 -0.03 0.000
C 1.648 2.248 -4.783 0.04 0.04 0.12 0.000
C -4.276 3.410 2.877 -0.01 0.00 -0.04 0.000
H -1.502 -4.046 -1.732 0.06 -0.03 -0.02 -0.001
Ti -0.083 -0.387 0.186 0.29 -0.14 1.00 1.872
H 5.935 4.906 1.916 0.00 0.00 0.00 0.000
H -5.283 3.764 3.065 0.00 -0.01 0.00 0.000
H 0.545 0.406 -4.781 0.00 0.00 0.02 0.001
H 3.820 5.887 1.085 -0.02 -0.01 -0.01 0.000
H 2.393 -1.770 -2.896 -0.02 -0.03 0.03 0.009
C 2.393 2.999 -2.620 -0.01 -0.02 0.01 -0.001
C 2.985 3.994 0.519 0.04 -0.02 0.01 0.001
C 1.150 0.967 -2.806 0.07 0.03 -0.29 0.026
C -1.682 2.482 2.401 -0.12 0.06 -0.02 -0.006
Si 3.408 -0.927 -0.797 0.09 -0.18 -0.08 -0.008
H 4.164 0.320 -2.822 0.00 0.03 0.04 0.000
C 1.065 1.142 -4.179 -0.03 -0.03 -0.06 0.006
C 2.708 -2.235 -1.958 0.04 0.00 -0.02 0.026
C 3.005 2.243 4.669 0.03 -0.05 -0.03 0.001
H 6.249 2.454 1.867 -0.01 0.00 -0.01 0.000
C -0.148 -2.367 4.017 0.11 -0.04 -0.05 0.012
C 4.441 -1.805 0.521 -0.03 0.06 0.12 -0.003
C 2.036 1.669 3.857 -0.05 0.05 -0.01 0.001
C 1.803 1.900 -2.004 0.10 0.06 0.05 -0.043
F -2.407 -0.655 0.414 0.06 0.09 -0.05 -0.003
H -1.289 -0.058 6.129 0.03 0.00 -0.03 0.000
C 5.340 2.892 1.472 0.00 -0.10 0.02 0.000
H -1.293 3.060 4.432 0.03 0.01 0.08 0.000
C 2.319 3.174 -3.997 -0.03 -0.04 -0.03 0.001
C -0.533 -4.334 -1.330 -0.05 -0.01 0.02 0.018
H 0.423 4.472 2.869 0.00 0.02 0.00 0.001
H -0.483 1.293 5.327 -0.02 0.07 0.02 0.001
H -3.173 -1.360 4.500 0.05 0.01 -0.02 0.000
H 3.800 4.067 5.475 -0.01 0.00 0.00 0.000
H 4.480 0.996 0.942 0.02 0.05 0.05 0.004
C 1.553 -4.023 1.043 -0.03 0.02 0.04 0.022
Te -0.383 -3.277 0.522 0.06 -0.19 -0.21 0.036
P 1.816 1.559 -0.196 -0.34 0.09 0.15 -0.009
H 2.792 4.034 -4.456 0.00 0.00 0.01 0.000
H -4.676 2.848 0.841 0.01 0.00 -0.01 0.000
N -0.201 0.100 2.388 -0.03 -0.06 -0.38 -0.011
B -2.696 -0.937 -0.955 0.02 -0.09 -0.05 -0.017
C 3.169 2.611 0.443 0.12 0.05 0.10 0.013
C -2.030 3.008 3.644 -0.09 -0.06 -0.16 0.002
H 0.255 -4.052 -2.023 0.02 0.05 0.04 0.000
H 0.443 -0.128 5.789 -0.02 0.05 -0.03 0.000
C -3.320 3.473 3.878 0.09 0.00 0.07 0.000
P -0.077 1.682 2.042 0.21 0.05 -0.27 -0.074
H -3.033 -1.401 2.728 0.00 0.03 0.03 0.000
F -1.468 -0.539 -1.630 0.08 0.02 0.08 0.024
C 1.085 2.462 3.218 0.09 0.04 0.05 0.010
H -0.483 -3.113 3.294 0.02 0.02 0.04 -0.002
H 4.837 -2.766 0.183 -0.02 0.04 -0.03 0.000
H 2.934 3.724 -2.028 0.01 0.03 0.03 0.000
N 2.161 -0.024 -0.056 -0.33 -0.02 -0.28 -0.029
Si -0.898 -0.657 3.754 -0.02 -0.11 0.20 -0.009
H 3.832 -1.977 1.413 0.06 -0.02 -0.03 0.001
C 3.977 4.816 1.033 -0.07 -0.03 -0.04 0.000
C -2.759 -0.844 3.628 -0.05 0.07 -0.06 0.000
H 1.482 -5.035 1.434 -0.03 0.00 -0.02 -0.003
C 5.162 4.267 1.505 -0.03 -0.01 -0.01 0.001
H -3.229 0.142 3.560 -0.02 -0.04 -0.01 0.001
H -2.369 2.068 0.416 0.01 -0.01 -0.01 0.002
C 3.040 3.618 4.846 0.00 0.01 -0.02 0.000
F -3.765 -0.219 -1.414 0.10 -0.01 0.01 0.000
C 0.319 1.925 0.434 -0.11 0.05 -0.14 0.118
C 4.613 0.059 -1.860 0.01 0.03 -0.04 -0.001
H 0.944 -2.291 3.964 -0.05 -0.05 0.00 -0.002
H 2.038 4.411 0.194 0.00 0.02 -0.02 0.004
C -0.521 0.209 5.395 -0.02 -0.08 0.03 -0.001
H 1.945 -3.358 1.811 -0.01 -0.03 -0.01 -0.007
H 3.452 -3.004 -2.195 -0.02 0.04 0.00 -0.001
C 2.108 4.420 4.200 -0.07 -0.02 -0.06 0.001
H 0.728 0.062 -2.388 -0.08 0.07 0.09 0.011
H 1.841 -2.722 -1.514 -0.04 0.00 -0.03 -0.003
C 1.141 3.845 3.385 0.03 -0.02 0.07 -0.001
H 2.213 -3.996 0.178 -0.04 0.01 0.02 -0.001
H 1.586 2.380 -5.856 0.00 0.01 0.00 0.000
H -0.405 -2.750 5.010 -0.02 0.08 -0.02 0.000
```
Forces are in eV/Å.

Values from the calculation:
Multiplicity: 3
Frontier orbital gap (spin up / spin down), Ha: 0.208 / 0.251
Expectation value of S²: 2.00
Relative energy (zero: lowest compared OMol25 entry of this formula, charge and spin), kcal per mole: 10.6
Charge: -1


Computed, not measured: a cluster of 2 separate species, C3H8O2S in total at a distorted geometry, with ωB97M-V/def2-TZVPD.

XYZ file:
```
14
Properties=species:S:1:pos:R:3:forces:R:3:lowdin_charge:R:1
H -0.708 -0.668 -2.272 -0.61 0.81 1.48 0.021
H -0.929 -0.972 0.165 -0.17 0.53 -0.25 0.103
O -0.350 0.080 -1.612 -0.28 -0.15 0.16 -0.190
O -1.617 -1.492 -3.362 -0.02 -0.10 0.50 -0.562
H -0.887 1.142 1.056 1.15 0.36 -0.19 0.074
C 0.166 0.880 0.735 -3.05 -0.16 -2.08 -0.346
C -0.144 -0.314 -0.257 1.42 -0.42 -0.53 -0.329
S 0.410 1.470 3.426 0.63 0.64 0.39 -0.021
H 2.021 0.409 1.672 -1.23 0.33 0.91 0.062
H -0.766 -1.272 -3.727 0.54 -0.09 -0.92 -0.178
H 0.618 -0.535 2.369 0.34 0.73 -1.27 0.024
C 0.910 0.488 1.974 1.03 -1.30 0.42 -0.852
H 0.739 -0.971 -0.267 0.27 -0.11 0.24 0.082
H 0.538 1.753 0.100 -0.04 -1.07 1.12 0.112
```
Forces are in eV/Å.

Values from the calculation:
Multiplicity: 1
Frontier orbital gap, Ha: 0.216
Relative energy (zero: lowest compared OMol25 entry of this formula, charge and spin), kcal per mole: 20.1
Charge: -2


Computed, not measured: a structure of composition C20H33BCa2F10N6O6S2 at a distorted geometry, with ωB97M-V/def2-TZVPD.

XYZ file:
```
80
Properties=species:S:1:pos:R:3:forces:R:3:lowdin_charge:R:1
Ca 2.052 -2.340 4.740 -0.64 2.25 -0.02 1.842
H -0.760 4.670 -1.778 -0.26 0.45 -0.91 0.090
C -0.150 -1.370 -1.524 -0.71 -1.10 1.78 -0.644
H 5.512 3.302 -1.838 -0.09 0.12 -0.07 0.146
H 3.814 -7.511 -8.776 0.05 -0.20 -0.12 0.114
C 3.527 -5.577 -6.994 0.43 0.73 -0.23 0.011
C 0.204 4.568 -2.276 1.02 -1.16 1.58 -0.030
Ca -3.948 -5.694 1.405 0.46 1.12 0.76 1.899
H 3.044 2.685 -0.847 0.12 0.01 -0.16 0.147
F -2.673 -3.641 8.401 -0.72 -1.11 -1.89 0.133
H 2.522 -5.950 -7.119 0.21 -0.06 -0.10 0.145
H 5.678 -2.803 -5.087 0.34 -0.61 0.35 0.131
S -0.581 -1.558 0.393 -3.62 2.92 -0.07 0.501
H -5.889 2.840 2.059 0.33 -0.77 0.36 0.106
F -2.604 -5.402 6.939 -0.51 2.00 0.95 0.052
F 3.649 0.549 5.103 0.81 -2.09 -0.59 0.049
O -1.412 -0.342 0.674 1.78 -2.42 -0.89 -0.359
H 6.634 -2.449 -7.946 0.04 -0.16 0.09 0.090
N 4.632 -6.157 -7.563 3.62 3.32 2.73 -0.101
H 0.470 5.098 -3.190 -0.66 0.44 0.28 0.086
O -3.731 -3.727 4.651 -0.02 -0.49 -0.56 -0.409
H 4.932 -8.190 -7.615 0.22 0.01 -0.09 0.118
C -8.126 0.132 6.946 0.37 -2.60 -0.06 -0.069
H -4.549 3.008 3.373 0.08 -0.07 -0.75 0.112
C 4.595 3.873 -1.868 0.99 -0.78 -0.96 -0.011
N 2.552 4.607 -1.617 1.74 -0.30 -0.62 -0.075
H -5.606 4.325 2.742 0.38 0.17 0.41 0.102
C -7.044 3.937 4.960 -1.84 -2.57 -0.04 0.035
H -7.853 0.729 7.817 -0.05 0.35 -0.49 0.098
O -1.518 -3.104 5.455 0.52 0.25 -0.25 -0.405
N -7.900 1.847 5.342 0.90 2.28 -4.10 -0.069
H 1.077 4.260 -0.228 -0.14 -0.55 -0.36 0.141
H -6.729 0.795 3.830 -0.02 0.25 -0.17 0.160
C 3.375 3.528 -1.436 -0.72 -0.47 1.58 0.005
C 5.772 -5.450 -7.131 -3.06 1.30 0.22 0.077
H 1.213 5.840 -0.761 -0.19 0.23 -0.34 0.134
F -0.938 -0.477 -2.106 0.03 -0.56 0.01 0.147
H 5.770 6.676 -2.457 0.17 0.11 -0.16 0.115
O -3.506 -1.735 6.054 0.40 -0.71 -0.25 -0.295
C -7.052 1.733 4.259 0.48 4.00 2.94 0.066
H 3.429 -3.707 -5.773 -0.20 -0.16 -0.24 0.139
B 2.742 1.585 4.755 -0.02 0.16 0.02 -1.433
S -2.960 -3.016 5.678 0.13 -0.34 1.36 0.470
H 5.449 -1.566 -6.979 -0.14 0.03 -0.39 0.080
F 1.088 -0.991 -1.635 1.46 0.57 -0.38 0.144
F 2.778 1.987 3.453 1.21 0.41 -1.32 0.146
C 3.225 5.524 -2.273 1.59 0.16 -0.53 0.024
N 4.516 5.083 -2.491 -3.80 0.26 1.16 -0.081
H -9.182 0.078 5.019 0.69 0.32 -0.36 0.142
C -5.539 3.268 2.998 0.10 1.21 -0.04 -0.006
H -6.780 4.980 4.872 -0.18 -0.08 0.28 0.137
N -6.462 3.020 4.083 -2.67 -3.24 0.76 -0.111
C 6.379 -2.134 -6.934 -0.96 0.76 -0.85 -0.066
O 0.593 -1.621 1.234 0.98 -0.68 -0.21 -0.372
C 6.164 -3.255 -5.952 0.87 -0.11 -0.10 -0.168
H 5.323 6.186 -4.095 0.01 -0.37 0.04 0.115
C -8.773 0.770 5.754 -1.23 1.37 2.68 -0.192
H 5.515 -7.292 -9.070 0.10 0.15 0.31 0.120
H 7.105 -1.380 -6.631 0.26 -0.47 0.37 0.093
H 2.760 6.470 -2.508 0.51 0.10 -0.29 0.181
C 1.229 4.822 -1.150 -1.36 0.78 0.38 -0.180
F 2.900 2.526 5.676 0.47 1.94 1.05 0.212
O -1.382 -2.788 0.334 0.08 -0.69 0.27 -0.430
H -9.607 1.338 6.165 -0.57 -0.30 -0.32 0.126
C -3.163 -4.155 7.245 -1.17 -0.45 -1.15 -0.513
F 1.500 1.034 4.876 -2.81 -2.40 0.58 0.109
H 6.832 -5.598 -7.275 -0.23 -0.51 -0.47 0.172
F -4.530 -4.370 7.328 2.00 0.29 0.56 0.070
H -7.287 -0.451 6.567 0.71 0.37 0.28 0.077
H -8.726 -0.704 7.304 -0.53 0.26 0.20 0.089
H 0.335 3.509 -2.497 -0.31 -0.15 -0.24 0.076
C 5.562 5.818 -3.097 1.39 0.97 0.16 0.008
C 3.957 -4.449 -6.354 -0.10 0.22 0.49 -0.012
N 5.323 -4.360 -6.434 -0.21 -1.93 -1.37 -0.053
H -8.800 3.560 6.390 0.24 -0.03 0.02 0.136
C -8.053 3.234 5.681 2.83 -0.86 -1.47 0.062
F -0.259 -2.590 -2.129 -0.23 1.00 0.16 0.084
H 6.442 5.177 -3.064 0.01 0.22 -0.44 0.110
C 4.768 -7.340 -8.278 -1.04 -2.50 -1.52 -0.019
H 7.131 -3.726 -5.775 -0.10 0.13 0.75 0.130
```
Forces are in eV/Å.

Values from the calculation:
Multiplicity: 1
Frontier orbital gap, Ha: 0.140
Charge: +4


Computed, not measured: a cluster of 7 separate species, C28H53NO12S6 in total at a distorted geometry, with ωB97M-V/def2-TZVPD.

XYZ file:
```
100
Properties=species:S:1:pos:R:3:forces:R:3:lowdin_charge:R:1
H -3.279 -0.487 0.207 -0.69 0.57 -0.06 0.119
H 4.744 1.567 -4.016 -0.11 0.35 0.63 0.117
C 3.996 0.285 -2.305 -0.42 -0.80 -1.49 -0.155
S -2.309 -2.514 5.044 2.28 0.65 -0.16 0.731
H 4.190 0.789 -1.358 0.65 -0.18 -0.17 0.114
O -1.054 -1.417 -1.825 0.99 0.27 1.90 -0.354
H 3.109 -0.863 6.970 0.69 -0.59 -1.11 0.120
H -0.165 -0.274 -6.619 -0.38 -0.29 -0.43 0.119
O -1.642 -2.966 3.823 -0.90 0.52 0.62 -0.336
H 0.731 -0.371 -4.299 0.38 0.28 -0.55 0.103
H -1.788 1.201 -7.386 0.45 0.64 -0.40 0.109
H -4.047 -4.177 4.621 0.05 0.74 -0.74 0.111
H -1.678 -0.553 -5.696 0.32 -0.17 0.17 0.123
C -1.897 0.977 0.889 1.77 1.09 0.07 -0.231
C 1.818 -2.208 5.602 0.62 1.40 -1.07 -0.186
H -4.154 4.075 -2.550 -0.63 0.31 0.32 0.105
H -5.756 -2.816 5.822 0.16 -0.51 0.39 0.114
C -3.659 4.995 -2.862 -2.72 0.33 0.74 -0.226
C -4.655 -1.373 4.716 -2.69 -1.34 0.97 -0.242
H -2.058 6.951 -0.239 -0.19 0.63 -1.20 0.100
C 4.661 -0.357 -4.614 0.31 -1.31 -2.26 -0.278
C 3.063 -4.317 -1.732 1.07 -0.52 -0.73 -0.121
C -3.311 -0.939 4.801 3.93 0.67 0.14 -0.259
H 3.398 -1.833 -1.622 -0.06 0.33 -0.28 0.065
O 1.564 1.533 5.163 -0.54 -0.41 0.49 -0.349
S -0.502 -0.937 -0.538 -3.36 1.96 -0.69 0.712
H 3.937 -0.041 -5.366 -0.04 0.12 0.11 0.105
H 4.713 -4.083 1.089 0.10 -0.08 -0.08 0.096
H -3.209 -0.327 5.697 0.45 -0.33 0.23 0.113
S 0.633 2.105 -4.826 -0.24 -1.76 -0.29 0.706
H -1.794 -2.477 0.757 -0.99 0.24 -0.24 0.108
H 0.262 -0.902 7.339 -0.52 0.45 0.05 0.085
H 1.377 0.399 7.817 0.04 0.17 -0.40 0.113
S -4.132 6.417 -1.697 2.45 -0.69 1.33 0.735
C -1.016 0.871 -0.360 0.38 -0.88 -0.56 -0.190
H 1.025 -2.886 5.917 -0.22 0.19 -0.65 0.099
O -3.832 7.710 -2.283 -0.87 -0.65 -0.40 -0.339
C -2.627 -0.284 1.057 -1.30 -2.59 -1.77 -0.229
O 5.132 -2.911 -4.078 -0.59 0.83 -0.26 -0.350
H -5.306 -0.537 4.970 -0.30 -0.17 -0.05 0.128
C 4.094 -1.271 -2.245 0.00 0.46 -0.09 -0.199
H 6.069 -5.360 -1.011 -0.01 0.25 0.22 0.107
H -0.078 1.425 -0.363 -0.17 0.14 0.19 0.099
H -0.673 3.647 -6.342 -0.48 -0.21 0.76 0.099
C 3.213 -3.875 -0.449 -3.65 0.53 0.51 -0.180
C 4.901 0.598 -3.540 0.41 1.88 1.95 -0.235
H 2.137 -2.081 7.675 -0.02 0.05 0.23 0.120
S 4.098 -1.885 -3.964 -1.58 -1.68 1.09 0.702
H 0.734 -1.403 3.743 -0.21 -0.21 0.31 0.065
H -3.241 -0.373 1.953 0.34 -0.06 0.05 0.101
H -2.496 1.885 0.823 -0.18 -0.15 0.16 0.117
H -1.238 1.046 1.754 0.09 0.46 0.19 0.121
O -1.430 -2.371 6.213 -1.26 -0.20 -0.82 -0.344
H -4.998 -1.808 3.777 0.18 0.00 -0.13 0.125
C -1.398 1.466 -6.403 -0.63 0.34 0.23 -0.213
C -2.226 4.818 -2.730 2.53 1.26 -0.65 -0.245
N 4.297 -4.845 -2.040 0.90 -1.20 0.47 0.009
H -2.291 1.849 -5.908 -0.10 -0.50 0.62 0.103
H 2.367 -0.861 3.928 0.04 0.55 0.44 0.095
O 0.879 -1.065 -0.201 0.85 -0.52 0.02 -0.325
H -3.022 5.817 0.396 -0.42 -0.75 -0.19 0.092
H 0.279 2.546 -7.197 0.68 -0.26 0.44 0.095
H 5.937 0.574 -3.202 0.13 -0.10 -0.12 0.118
O -0.708 0.485 5.090 1.46 -0.24 0.97 -0.357
C -0.837 0.121 -5.857 0.57 0.49 -1.46 -0.220
C 1.472 -1.120 4.494 -0.76 -0.63 0.91 -0.143
S 0.720 0.379 5.435 1.13 -0.98 -2.10 0.734
H -2.820 -0.334 4.039 -0.13 -0.40 -0.29 0.080
C 5.118 -4.855 -0.936 -0.68 -0.13 -0.42 -0.116
C -0.348 2.607 -6.308 -0.13 -1.10 -0.59 -0.191
H -4.074 5.304 -3.821 0.34 -0.08 -0.10 0.105
H 4.635 -5.430 -2.791 -0.86 0.55 -0.51 0.147
O 1.972 1.966 -5.331 1.03 0.78 0.41 -0.342
H 2.470 -3.390 0.165 -0.27 0.10 -0.33 0.096
C -2.623 6.085 -0.582 -2.18 0.95 0.97 -0.222
H 5.108 -1.569 -1.979 0.07 0.11 0.42 0.104
C 2.174 -1.404 6.822 0.60 0.73 1.80 -0.266
H -0.796 5.329 -0.973 0.39 -0.45 -1.07 0.122
C 1.147 -0.337 7.047 -2.13 -0.28 0.41 -0.243
O -5.372 6.132 -1.003 0.47 0.31 -0.68 -0.343
O 2.737 -2.237 -4.431 1.72 0.83 0.45 -0.354
H -1.828 3.890 -3.141 -0.26 -0.20 0.36 0.090
H -3.407 -4.352 6.107 0.17 0.71 0.84 0.111
C -3.705 -3.543 5.440 -0.42 -0.58 -0.01 -0.237
O 0.294 2.791 -3.586 0.36 0.11 -1.15 -0.342
H 2.715 -2.773 5.350 -0.26 -0.19 -0.47 0.113
H -0.724 0.514 -3.891 0.27 -0.11 0.68 0.078
H 2.252 -4.359 -2.445 0.12 0.38 0.14 0.120
H -1.592 1.133 -1.248 0.12 -0.16 -0.13 0.090
C -4.718 -2.483 5.845 -1.46 0.22 -0.81 -0.198
C 4.389 -4.279 0.077 3.10 -0.17 1.00 -0.132
H -4.501 -2.060 6.826 0.04 0.06 -0.06 0.120
C -1.599 -1.410 0.869 1.72 -0.42 0.86 -0.211
C -1.811 5.044 -1.249 0.38 -1.07 0.32 -0.215
H -1.985 4.106 -0.722 0.01 -0.26 -0.09 0.099
H -1.821 5.564 -3.414 0.73 0.33 0.34 0.120
C 0.025 0.373 -4.670 -1.97 1.57 1.69 -0.216
H 5.600 -0.628 -5.097 -0.12 0.09 -0.34 0.112
H -0.969 -1.409 1.758 0.50 0.11 -0.05 0.074
H 3.009 0.654 -2.584 -0.42 -0.47 0.09 0.097
```
Forces are in eV/Å.

Values from the calculation:
Multiplicity: 1
Frontier orbital gap, Ha: 0.293
Relative energy (zero: lowest compared OMol25 entry of this formula, charge and spin), kcal per mole: 4.5
SMILES string: O=S1(=O)CCCC1.O=S1(=O)CCCC1.O=S1(=O)CCCC1.O=S1(=O)CCCC1.O=S1(=O)CCCC1.O=S1(=O)CCCC1.c1cc[nH]c1